No. 1
C47H64CrN3O2Se2 | ωB97M-V/def2-TZVPD

Each line ends with the Mulliken spin population.
Geometry (Å):
Cr: 1.140 -0.864 -0.412  3.094
C: -5.270 -5.569 0.029  0.000
C: -4.218 -5.092 1.029  0.000
C: -3.608 -6.325 1.709  0.000
C: -4.919 -4.228 2.089  0.001
C: -3.113 -4.272 0.355  0.004
C: -2.071 -3.763 1.114  -0.002
C: -1.091 -2.992 0.516  0.004
Se: 0.270 -2.192 1.607  -0.046
C: -0.715 -0.675 2.246  0.002
C: -1.355 -0.714 3.474  -0.004
C: -2.113 0.371 3.897  0.005
C: -2.158 1.477 3.044  -0.001
C: -1.514 1.551 1.811  -0.007
C: -0.796 0.419 1.371  0.003
O: -0.215 0.391 0.185  -0.017
C: -1.565 2.811 0.937  0.006
C: -2.350 3.942 1.603  -0.001
C: -0.136 3.330 0.687  0.002
C: -2.245 2.495 -0.403  0.001
C: -2.883 0.304 5.218  0.000
C: -3.995 -0.750 5.097  0.000
C: -3.526 1.645 5.573  0.000
C: -1.941 -0.092 6.363  0.001
C: -1.067 -2.698 -0.855  0.023
O: -0.122 -1.927 -1.376  0.027
C: -2.105 -3.232 -1.647  -0.003
C: -3.093 -3.984 -1.012  -0.003
C: -2.143 -2.960 -3.157  0.003
C: -3.390 -3.544 -3.825  -0.001
C: -0.925 -3.607 -3.837  0.000
C: -2.155 -1.443 -3.404  0.000
H: -6.032 -6.151 0.555  0.000
H: -4.834 -6.211 -0.743  0.000
H: -5.771 -4.730 -0.463  0.000
H: -4.390 -6.924 2.187  0.000
H: -2.885 -6.041 2.480  0.000
H: -3.090 -6.952 0.978  0.000
H: -5.724 -4.793 2.573  0.000
H: -5.349 -3.332 1.633  0.000
H: -4.220 -3.905 2.867  0.000
H: -2.021 -3.942 2.184  0.003
H: -1.261 -1.605 4.087  0.000
H: -2.727 2.339 3.363  -0.001
H: -1.914 4.230 2.565  0.000
H: -3.398 3.671 1.765  0.000
H: -2.332 4.818 0.950  0.000
H: 0.380 3.506 1.639  0.000
H: -0.173 4.278 0.139  0.000
H: 0.443 2.612 0.105  0.004
H: -3.291 2.213 -0.243  0.000
H: -1.743 1.676 -0.916  0.000
H: -2.227 3.380 -1.049  0.000
H: -4.680 -0.497 4.282  0.000
H: -4.572 -0.815 6.027  0.000
H: -3.577 -1.740 4.887  0.000
H: -4.284 1.939 4.842  0.000
H: -2.781 2.445 5.636  0.000
H: -4.018 1.566 6.546  0.000
H: -1.506 -1.083 6.208  0.000
H: -2.488 -0.114 7.311  0.000
H: -1.121 0.627 6.455  0.000
H: -3.892 -4.379 -1.623  -0.001
H: -3.440 -4.632 -3.717  0.000
H: -3.359 -3.317 -4.894  0.000
H: -4.310 -3.111 -3.421  0.000
H: -0.976 -4.696 -3.745  0.000
H: 0.010 -3.281 -3.388  0.002
H: -0.915 -3.358 -4.906  0.000
H: -3.084 -1.006 -3.023  0.000
H: -2.101 -1.238 -4.479  0.000
H: -1.323 -0.946 -2.903  -0.001
C: 5.071 2.674 -5.017  0.000
C: 4.142 1.514 -5.381  0.000
C: 3.277 1.929 -6.580  0.001
C: 4.991 0.286 -5.757  0.002
C: 3.254 1.110 -4.209  -0.001
C: 2.186 0.241 -4.403  -0.012
C: 1.455 -0.208 -3.324  0.001
N: 1.732 0.183 -2.079  -0.032
C: 2.733 1.037 -1.866  0.004
C: 3.508 1.517 -2.901  -0.013
C: 2.977 1.357 -0.423  0.018
C: 3.658 2.479 0.003  -0.009
C: 3.808 2.737 1.362  0.002
C: 3.259 1.809 2.237  -0.006
C: 2.582 0.715 1.742  0.025
N: 2.437 0.493 0.436  -0.035
C: 4.464 4.007 1.889  0.001
C: 5.397 3.675 3.060  0.001
C: 3.341 4.938 2.376  0.001
C: 5.272 4.720 0.806  0.000
H: 5.643 2.964 -5.899  0.000
H: 5.789 2.395 -4.242  0.000
H: 4.510 3.550 -4.677  0.000
H: 3.919 2.319 -7.374  0.000
H: 2.563 2.710 -6.306  0.000
H: 2.720 1.087 -6.996  0.000
H: 5.612 0.520 -6.627  0.000
H: 4.362 -0.573 -6.002  0.000
H: 5.643 -0.010 -4.931  0.000
H: 1.931 -0.127 -5.388  0.000
H: 0.637 -0.910 -3.426  0.006
H: 4.329 2.183 -2.675  -0.001
H: 4.047 3.162 -0.741  -0.001
H: 3.327 1.934 3.309  -0.001
H: 2.122 -0.002 2.408  -0.007
H: 4.849 3.320 3.934  0.000
H: 5.939 4.575 3.358  0.000
H: 6.130 2.912 2.782  0.000
H: 2.746 4.464 3.163  0.000
H: 2.665 5.202 1.558  0.000
H: 3.773 5.859 2.780  0.000
H: 6.038 4.066 0.376  0.000
H: 5.775 5.583 1.244  0.000
H: 4.635 5.090 -0.001  0.000
Se: 4.958 -3.197 -2.188  0.040
C: 3.541 -2.541 -1.360  0.063
N: 2.617 -2.062 -0.830  -0.142

Results
LUMO (spin up / spin down) (eV): -0.635 / -0.759
ΔE to the lowest compared entry with this formula, charge and spin (kJ/mol): 0.0
2S+1: 4
Kohn-Sham gap (spin up / spin down) (eV): 6.79 / 6.61

No. 2
C47H66OOsP3Si | ωB97M-V/def2-TZVPD

Each line ends with the Löwdin charge.
Geometry (Å):
Os: 0.438 -0.804 0.619  0.725
C: 0.315 1.438 -3.752  -0.105
C: 0.233 2.269 -2.473  -0.522
C: 0.416 3.758 -2.737  -0.098
P: -1.269 1.693 -1.485  1.086
C: -2.775 1.809 -2.619  -0.534
C: -4.010 1.645 -1.732  -0.120
C: -2.971 2.996 -3.555  -0.101
C: -1.587 3.009 -0.261  -0.384
C: -1.898 4.328 -0.563  -0.090
C: -2.176 5.226 0.453  -0.056
C: -2.122 4.818 1.775  -0.059
C: -1.805 3.505 2.077  -0.087
C: -1.557 2.590 1.068  -0.284
Si: -1.169 0.770 1.444  0.585
C: -2.640 -0.424 1.306  -0.193
C: -3.967 -0.143 1.506  -0.071
C: -4.900 -1.151 1.747  0.003
C: -4.449 -2.465 1.949  -0.046
C: -3.146 -2.808 1.766  0.001
C: -2.172 -1.831 1.284  -0.461
P: -1.271 -2.150 -0.452  1.084
C: -2.531 -1.771 -1.773  -0.519
C: -2.043 -2.253 -3.136  -0.091
C: -3.966 -2.209 -1.502  -0.076
C: -0.943 -3.989 -0.568  -0.501
C: 0.003 -4.417 0.554  -0.108
C: -2.150 -4.922 -0.646  -0.084
C: -0.720 0.708 3.326  -0.275
C: -1.668 1.014 4.294  -0.102
C: -1.352 1.000 5.642  -0.060
C: -0.056 0.722 6.040  -0.055
C: 0.903 0.405 5.094  -0.076
C: 0.567 0.351 3.747  -0.364
P: 1.770 -0.187 2.487  0.988
C: 2.838 1.352 2.426  -0.493
C: 4.126 1.208 1.604  -0.111
C: 1.977 2.504 1.909  -0.110
C: 2.857 -1.557 3.219  -0.480
C: 4.218 -1.105 3.754  -0.105
C: 2.179 -2.418 4.288  -0.107
H: 1.287 1.574 -4.222  0.070
H: -0.455 1.721 -4.466  0.072
H: 0.196 0.382 -3.512  0.054
H: 1.059 1.950 -1.819  0.074
H: -0.375 4.173 -3.353  0.063
H: 1.357 3.903 -3.267  0.081
H: 0.462 4.318 -1.806  0.069
H: -2.668 0.916 -3.252  0.089
H: -4.204 2.566 -1.183  0.081
H: -3.878 0.845 -1.005  0.034
H: -4.883 1.417 -2.341  0.086
H: -3.209 3.904 -3.011  0.066
H: -3.815 2.777 -4.209  0.085
H: -2.105 3.175 -4.183  0.054
H: -1.927 4.665 -1.586  0.088
H: -2.433 6.246 0.212  0.110
H: -2.329 5.518 2.571  0.110
H: -1.753 3.192 3.107  0.088
H: -4.292 0.890 1.515  0.120
H: -5.945 -0.917 1.868  0.124
H: -5.148 -3.217 2.279  0.120
H: -2.783 -3.788 2.033  0.124
H: -2.516 -0.675 -1.773  0.030
H: -2.026 -3.338 -3.204  0.073
H: -1.042 -1.881 -3.343  0.051
H: -2.713 -1.885 -3.911  0.091
H: -4.100 -3.277 -1.623  0.071
H: -4.626 -1.709 -2.209  0.091
H: -4.285 -1.937 -0.503  0.040
H: -0.398 -4.058 -1.521  0.099
H: -0.531 -4.532 1.495  0.078
H: 0.800 -3.676 0.699  0.056
H: 0.464 -5.372 0.311  0.092
H: -2.889 -4.701 0.119  0.060
H: -1.804 -5.944 -0.500  0.091
H: -2.636 -4.872 -1.617  0.065
H: -2.676 1.256 3.986  0.102
H: -2.112 1.217 6.378  0.109
H: 0.208 0.740 7.087  0.110
H: 1.913 0.188 5.410  0.100
H: 3.089 1.557 3.474  0.106
H: 4.197 0.232 1.130  0.044
H: 5.013 1.350 2.216  0.084
H: 4.154 1.965 0.824  0.069
H: 1.585 2.287 0.913  0.058
H: 2.567 3.418 1.860  0.090
H: 1.134 2.687 2.571  0.066
H: 3.025 -2.200 2.340  0.091
H: 4.133 -0.255 4.426  0.075
H: 4.912 -0.858 2.958  0.060
H: 4.648 -1.928 4.322  0.085
H: 2.198 -1.931 5.258  0.069
H: 2.730 -3.353 4.378  0.086
H: 1.150 -2.656 4.046  0.045
O: -0.580 -2.388 3.017  0.030
C: -0.805 -1.848 1.968  -0.591
C: 3.972 -1.899 -1.129  -0.012
C: 2.732 -1.193 -1.746  -0.550
C: 1.867 -2.279 -2.390  -0.066
C: 2.001 -0.528 -0.624  -0.140
C: 3.261 -0.192 -2.779  -0.183
C: 3.230 -0.485 -4.139  -0.044
C: 3.797 0.367 -5.072  -0.075
C: 4.398 1.545 -4.670  -0.082
C: 4.419 1.864 -3.324  -0.069
C: 3.868 1.001 -2.394  -0.041
H: 3.651 -2.635 -0.394  0.082
H: 4.638 -1.183 -0.654  0.079
H: 4.531 -2.412 -1.909  0.099
H: 1.462 -2.903 -1.597  0.052
H: 2.448 -2.912 -3.056  0.092
H: 1.048 -1.829 -2.945  0.060
H: 2.548 0.368 -0.302  -0.004
H: 2.782 -1.396 -4.500  0.105
H: 3.782 0.100 -6.119  0.109
H: 4.863 2.200 -5.391  0.106
H: 4.888 2.777 -2.990  0.108
H: 3.948 1.274 -1.353  0.088

Results
LUMO (spin up / spin down) (eV): -4.485 / -4.487
Net charge: +1
Kohn-Sham gap (spin up / spin down) (eV): 5.09 / 5.10

No. 3
C47H69N10O3S2 | ωB97M-V/def2-TZVPD

Each line ends with the Löwdin charge.
Geometry (Å):
C: 0.353 0.107 -0.967  -0.118
C: 0.778 1.148 0.145  -0.668
C: 1.551 2.418 -0.338  -0.114
O: -0.348 1.431 0.931  -0.423
H: -0.098 -0.780 -0.524  0.046
H: 1.252 -0.227 -1.485  0.031
H: -0.314 0.503 -1.733  0.046
H: 1.495 0.608 0.764  0.076
H: 2.371 2.140 -1.000  0.037
H: 2.008 2.869 0.543  0.044
H: 0.995 3.239 -0.790  0.048
C: 5.166 -3.471 6.748  -0.250
S: 5.045 -5.316 7.018  0.834
O: 6.358 -5.939 6.582  -0.597
C: 5.131 -5.342 8.873  -0.255
H: 5.158 -3.273 5.676  0.046
H: 6.062 -3.045 7.199  0.052
H: 4.287 -3.028 7.217  0.042
H: 4.504 -4.503 9.174  0.036
H: 6.155 -5.350 9.246  0.054
H: 4.700 -6.261 9.269  0.038
C: 2.559 2.285 -6.998  -0.262
S: 4.102 2.636 -7.931  0.840
O: 3.802 4.018 -8.514  -0.598
C: 5.375 2.951 -6.632  -0.260
H: 2.708 1.542 -6.215  0.046
H: 1.869 1.829 -7.709  0.039
H: 1.981 3.124 -6.610  0.060
H: 5.292 3.907 -6.115  0.055
H: 6.347 2.989 -7.123  0.038
H: 5.337 2.132 -5.913  0.042
N: -1.097 -9.800 -3.517  0.004
C: -1.945 -8.749 -3.463  -0.187
C: -1.352 -7.684 -2.938  -0.118
C: -0.009 -8.062 -2.653  -0.110
C: 0.109 -9.395 -2.949  -0.135
H: -1.266 -10.702 -3.937  0.145
H: -2.917 -8.890 -3.912  0.111
H: -1.692 -6.669 -2.789  0.099
H: 0.739 -7.425 -2.205  0.093
H: 0.990 -10.019 -2.937  0.099
N: 4.774 3.370 7.172  -0.004
C: 3.420 3.206 7.226  -0.138
C: 3.051 2.814 8.516  -0.132
C: 4.210 2.552 9.195  -0.139
C: 5.320 2.974 8.406  -0.107
H: 5.371 3.426 6.359  0.143
H: 2.786 3.254 6.353  0.108
H: 2.045 2.576 8.829  0.094
H: 4.273 2.101 10.174  0.085
H: 6.388 3.011 8.560  0.090
N: -2.058 -3.524 5.490  0.022
C: -2.593 -3.459 6.679  -0.173
C: -2.640 -4.747 7.225  -0.112
C: -1.993 -5.576 6.328  -0.160
C: -1.619 -4.843 5.298  -0.140
H: -1.936 -2.664 4.975  0.159
H: -3.057 -2.552 7.039  0.111
H: -3.206 -5.111 8.070  0.085
H: -1.775 -6.634 6.346  0.101
H: -1.061 -5.125 4.417  0.108
N: 2.047 -4.322 -8.220  -0.011
C: 2.816 -3.793 -9.159  -0.172
C: 2.293 -4.101 -10.398  -0.106
C: 1.052 -4.712 -10.112  -0.121
C: 0.989 -4.954 -8.749  -0.139
H: 2.332 -4.407 -7.255  0.159
H: 3.756 -3.283 -9.013  0.108
H: 2.622 -3.869 -11.400  0.089
H: 0.360 -5.026 -10.880  0.086
H: 0.260 -5.463 -8.135  0.108
N: -6.319 -0.971 -7.800  0.016
C: -7.288 -0.827 -8.690  -0.162
C: -6.777 -1.027 -9.985  -0.131
C: -5.478 -1.168 -9.832  -0.184
C: -5.148 -1.303 -8.525  -0.100
H: -6.493 -0.898 -6.808  0.151
H: -8.291 -0.801 -8.291  0.107
H: -7.425 -1.034 -10.848  0.096
H: -4.765 -1.378 -10.616  0.104
H: -4.240 -1.560 -8.000  0.103
N: 7.631 -6.180 -1.193  0.024
C: 8.030 -6.110 -2.529  -0.157
C: 7.626 -4.941 -3.082  -0.134
C: 6.864 -4.254 -2.118  -0.107
C: 6.876 -5.062 -1.008  -0.166
H: 7.838 -6.954 -0.577  0.146
H: 8.587 -6.898 -3.013  0.099
H: 7.768 -4.636 -4.108  0.092
H: 6.253 -3.372 -2.242  0.095
H: 6.243 -4.961 -0.138  0.107
N: 3.832 9.798 2.816  -0.007
C: 2.626 10.298 2.433  -0.145
C: 2.648 11.684 2.602  -0.110
C: 3.904 11.991 3.194  -0.124
C: 4.689 10.844 3.119  -0.133
H: 4.048 8.819 2.698  0.147
H: 1.858 9.653 2.032  0.106
H: 1.902 12.445 2.426  0.085
H: 4.268 12.962 3.494  0.084
H: 5.742 10.672 3.282  0.097
N: -4.828 6.511 -0.130  0.000
C: -5.592 7.468 0.559  -0.115
C: -6.225 8.221 -0.439  -0.126
C: -5.867 7.707 -1.729  -0.126
C: -4.989 6.688 -1.512  -0.140
H: -4.181 5.859 0.292  0.141
H: -5.535 7.570 1.633  0.096
H: -6.982 8.976 -0.285  0.078
H: -6.302 8.022 -2.666  0.087
H: -4.526 5.967 -2.169  0.104
N: -6.470 -0.687 -0.291  0.007
C: -6.725 -2.040 -0.324  -0.136
C: -7.876 -2.261 -1.073  -0.121
C: -8.367 -0.989 -1.445  -0.127
C: -7.525 -0.047 -0.863  -0.152
H: -5.681 -0.222 0.135  0.155
H: -6.012 -2.701 0.146  0.101
H: -8.372 -3.151 -1.432  0.085
H: -9.301 -0.779 -1.945  0.083
H: -7.533 1.033 -0.829  0.103
N: -4.156 4.038 6.829  0.012
C: -5.502 3.643 6.887  -0.136
C: -6.115 4.424 7.802  -0.132
C: -5.134 5.303 8.326  -0.128
C: -3.967 5.079 7.673  -0.159
H: -3.530 3.584 6.180  0.149
H: -6.006 2.898 6.290  0.104
H: -7.163 4.352 8.053  0.091
H: -5.316 6.091 9.043  0.088
H: -3.000 5.549 7.771  0.110

Results
LUMO (eV): 1.714
Net charge: -1
Kohn-Sham gap (eV): 4.52